59
Properties=species:S:1:pos:R:3 method="wB97M-V/def2-TZVPD" charge=+1 de_lowest_ev=0.111 gap_ha=0.245 energy_ev=-43082.9992 e_lumo_ha=-0.102
Sr 0.26889 0.04892 0.17238
Si 3.51945 0.55025 1.70589
O -0.21420 2.36624 0.16075
N 2.01504 1.27570 1.29773
N 0.02745 -2.62922 0.20591
N -1.95651 -0.91972 -1.10882
N -0.71113 -2.70902 -2.02720
C 0.63304 -3.24151 1.24338
C -3.71638 2.87323 1.09074
C 0.64513 3.24632 0.90858
C 1.77088 2.62497 1.47772
C -3.44180 3.32114 -1.25906
C 1.17979 5.42298 1.70259
C -2.35680 2.61825 1.20843
C 3.83364 0.39891 3.54190
C -4.02897 -1.43982 -2.89213
C 2.57787 3.52047 2.20573
C 2.29571 4.87219 2.31499
C -4.25898 3.22065 -0.14191
C -3.10397 -0.21367 -1.08726
C 0.33827 4.58429 0.98276
C -4.15702 -0.42947 -1.94420
C 3.42053 -1.21934 1.04094
C -1.56531 2.71189 0.07370
C 1.19371 -4.49169 1.17832
C 4.97834 1.36633 0.87473
C -2.07832 3.06707 -1.15873
C 0.50997 -4.56450 -1.11337
C -2.88186 -2.19983 -2.90961
C -0.05763 -3.29659 -0.93801
C 1.13985 -5.15731 -0.04616
C -1.87393 -1.91669 -1.98455
H 3.45630 3.13383 2.70612
H 2.98301 -1.91559 1.75981
H 5.89974 0.83555 1.12837
H -4.34981 2.80992 1.96549
H 0.66764 -2.67929 2.17059
H -1.90707 2.38469 2.16594
H -1.42216 3.14970 -2.01503
H -3.86195 3.60611 -2.21463
H -0.54495 4.97549 0.49520
H -4.82495 -1.64413 -3.59584
H 4.42150 -1.59516 0.81571
H 2.86896 -1.32338 0.09422
H -3.16763 0.57229 -0.34434
H 0.96041 6.47812 1.78014
H -5.31735 3.42713 -0.22601
H 0.43472 -5.07247 -2.06559
H 3.00092 -0.10930 4.03502
H 1.66857 -4.92498 2.04555
H 5.11130 2.40917 1.16424
H -0.70040 -3.30858 -2.83787
H 1.57609 -6.14113 -0.15760
H -2.76334 -3.01796 -3.60727
H -5.04479 0.18132 -1.87471
H 4.73859 -0.18501 3.73058
H 4.86704 1.34085 -0.21209
H 2.96085 5.50358 2.88950
H 3.96429 1.36372 4.03387